Below is the molecule C5H7N, with properties calculated with the ωB97M-V functional and the def2-TZVPD basis.

Bonds (Å) are listed after each position.
Atoms and positions in Å:
1 C 0.39 -1.26 0.00  C2 1.520, C6 1.514, H7 1.098, H8 1.099
2 C 1.10 -0.02 -0.52  C1 1.520, C3 1.325, H9 1.085
3 C 0.54 1.16 -0.28  C2 1.325, C4 1.351, H10 1.203
4 C -0.38 2.10 0.00  C3 1.351, H11 1.103
5 N -1.99 -0.57 0.12  C6 1.269, H12 1.026
6 C -0.91 -0.90 0.69  C1 1.514, N5 1.269, H13 1.095
7 H 1.05 -1.79 0.70  C1 1.098
8 H 0.19 -1.96 -0.83  C1 1.099
9 H 2.04 -0.12 -1.04  C2 1.085
10 H 0.87 2.23 -0.72  C3 1.203
11 H -0.18 2.58 0.97  C4 1.103
12 H -1.88 -0.59 -0.90  N5 1.026
13 H -0.89 -0.86 1.78  C6 1.095

Properties
Kohn-Sham gap ... 9.016 eV
Highest occupied orbital energy ... -8.26 eV
LUMO level ... 0.8 eV
DFT total energy ... -6783.31877 eV
ΔE to the lowest compared entry with this formula, charge and spin ... 119.8 kcal/mol